Density functional theory data (ωB97M-V with the def2-TZVPD basis set) for a structure of composition C15H9BrCl2N4OSTc.

XYZ file:
```
34
C15H9BrCl2N4OSTc, DFT ωB97M-V with the def2-TZVPD basis set
Tc 0.490 -0.906 -0.091
Cl 0.875 0.542 1.711
C 1.836 1.846 1.042
C 2.013 2.972 1.799
C 2.806 3.975 1.257
C 3.398 3.837 0.012
C 3.204 2.680 -0.726
Cl 3.930 2.522 -2.261
C 2.388 1.642 -0.222
S 2.119 0.223 -1.133
H 1.558 3.086 2.772
H 2.963 4.882 1.826
H 4.011 4.627 -0.398
Br 1.710 -2.811 1.290
C -0.153 -3.098 1.668
C -0.644 -4.092 2.471
C -2.030 -4.112 2.613
C -2.810 -3.163 1.969
C -2.199 -2.200 1.184
N -0.868 -2.179 1.038
H 0.001 -4.811 2.955
H -2.493 -4.872 3.230
H -3.885 -3.161 2.072
H -2.757 -1.433 0.665
N -1.667 -1.020 -3.544
C -1.283 -0.291 -2.504
O -0.673 -0.943 -1.543
C -1.503 1.076 -2.352
C -1.106 1.664 -1.135
N -0.731 2.040 -0.108
C -2.167 1.789 -3.382
N -2.734 2.270 -4.260
H -1.436 -1.997 -3.608
H -2.163 -0.583 -4.308
```

The spin multiplicity is 2. The HOMO energy (alpha / beta) comes out at -14.7 / -14.7 eV. The total charge is +2. The calculation puts the total energy at -131811.9326 eV. The HOMO-LUMO gap (alpha / beta) comes out at 4.917 / 4.895 eV.